Here is 7 unconnected molecules or ions with the total composition C42H85N8O10 at a distorted geometry from the Open Molecules 2025 dataset. Energies are from wB97M-V/def2-TZVPD.

Geometry as XYZ:
```
145
Properties=species:S:1:pos:R:3:lowdin_charge:R:1
H 0.39 3.91 1.38 0.10
C 8.25 7.23 -6.28 -0.05
H 2.16 1.64 -0.27 0.13
H 3.21 7.15 -3.77 0.10
H -1.48 -0.40 4.36 0.13
H -1.96 -5.81 1.38 0.12
C -3.10 -4.52 -2.34 -0.32
H -1.67 -9.49 5.20 0.09
H 8.66 6.39 -5.72 0.09
H -0.78 4.81 -6.35 0.09
H 5.72 7.63 -8.20 0.09
H 4.43 1.08 -5.77 0.08
H 2.16 4.45 -5.22 0.09
O -5.08 -7.81 4.98 0.00
H 6.79 5.21 -5.60 0.10
H 4.47 6.21 -2.93 0.10
H 1.30 4.49 -1.99 0.10
N -3.31 -3.35 -3.03 -0.21
H -4.30 -2.20 -1.61 0.08
H -4.78 0.80 5.09 0.11
O -3.77 -4.93 -1.40 -0.01
C 5.31 0.45 -5.60 -0.06
C 6.16 5.92 -6.14 -0.31
H 5.41 3.03 -5.43 0.12
H -4.67 -9.05 2.52 0.10
N 2.72 5.17 -3.35 -0.18
H -1.97 -4.67 2.95 0.11
O 4.97 5.70 -6.35 -0.04
C -1.16 3.86 -5.98 -0.05
C -2.24 0.65 1.86 -0.01
C 3.13 -1.06 0.77 -0.18
H 1.42 5.09 0.32 0.11
H 3.92 -0.68 -0.97 0.04
C -4.90 2.74 3.74 -0.16
H -0.14 -0.66 6.08 0.12
H -0.34 3.15 -5.85 0.08
N -0.52 -1.55 1.53 -0.04
H 8.79 7.33 -7.22 0.09
H -5.14 3.89 3.79 0.13
H 1.67 -2.69 0.10 0.13
H -2.87 3.18 -3.13 0.13
H -4.80 -3.26 3.32 0.07
C 2.49 4.06 -4.25 -0.05
O -3.49 1.06 2.51 -0.13
C -1.90 5.36 -4.13 -0.06
O 7.36 3.37 -4.96 0.00
H -3.18 -2.38 6.80 0.10
O -0.29 -2.86 1.84 -0.11
H -4.26 -5.25 0.86 0.10
C 0.07 0.86 0.28 0.03
H 2.21 3.46 0.98 0.12
H -2.02 -1.97 -3.89 0.09
H -1.17 -8.78 3.65 0.08
O -2.37 1.79 -4.52 -0.01
C 0.42 -0.74 0.61 0.03
H 5.31 8.45 -6.67 0.09
O 0.69 3.23 -0.65 -0.29
H -2.23 -5.09 -2.71 0.13
C -4.63 -4.36 2.93 -0.13
H 2.68 -1.08 6.40 0.09
H 3.13 -2.80 5.77 0.08
C -2.47 -2.94 -4.13 -0.06
H -2.63 2.54 3.94 0.14
H -5.69 -4.88 2.81 0.09
C -2.39 2.94 -4.09 -0.34
H -4.01 2.39 5.84 0.11
C -1.13 -3.71 0.94 -0.12
C -3.40 2.43 3.06 -0.20
H 3.43 3.51 -4.37 0.07
H 8.38 8.15 -5.69 0.09
H 7.62 -0.49 -5.13 0.09
H -0.88 5.73 -3.97 0.08
C -3.72 -8.53 2.63 -0.05
C 0.88 -4.19 6.62 -0.12
N -1.83 4.04 -4.71 -0.20
H 0.47 -4.60 7.64 0.09
C 1.06 1.81 -0.67 -0.17
N 4.22 -0.63 0.04 0.05
H -5.36 -3.07 -2.75 0.10
H 1.73 3.38 -3.86 0.08
H -3.08 -2.84 -5.03 0.09
C 1.76 -1.51 -0.02 -0.11
C -2.62 -3.23 6.19 -0.08
C 2.25 -2.01 5.80 -0.11
H -5.67 2.14 3.05 0.13
O -2.59 -1.77 3.06 -0.10
H -2.42 6.02 -4.83 0.09
N 6.84 7.05 -6.56 -0.20
C 1.23 3.93 0.53 -0.10
N -3.22 -8.75 3.97 -0.21
C -1.93 -9.39 4.14 -0.07
H -1.67 -3.67 -4.31 0.08
H -7.22 1.97 5.37 0.09
H -3.51 -8.57 6.02 0.13
H -3.17 3.26 2.26 0.13
H -3.20 -0.94 5.01 0.14
H -2.21 -4.07 6.90 0.09
H -4.04 -4.99 3.75 0.06
C 0.97 -2.56 6.70 -0.37
H -2.43 5.35 -3.18 0.09
C -4.90 1.98 5.20 -0.27
N 6.47 1.26 -5.29 -0.20
C -1.42 -2.48 5.30 -0.27
H -6.31 3.41 6.28 0.08
O 2.16 6.21 -1.36 -0.01
H -1.02 -1.68 7.41 0.12
H -3.93 -3.39 0.92 0.10
C -3.98 -8.35 5.05 -0.33
C -0.44 -1.77 6.40 -0.16
H 1.82 -1.33 -1.19 0.13
C 6.41 2.63 -5.22 -0.31
H -1.80 -3.04 0.22 0.14
H -3.43 -3.62 5.41 0.07
H 1.05 1.44 -1.78 0.14
H -1.87 3.44 -6.70 0.10
H -4.47 -1.61 -3.29 0.09
H -1.96 -10.38 3.68 0.09
H -0.89 -3.20 4.55 0.12
C -1.76 -0.92 2.14 0.04
H -6.33 1.62 7.07 0.08
C 6.13 8.07 -7.29 -0.05
H -0.48 -4.40 0.23 0.14
H 0.34 -4.61 5.67 0.07
H 6.80 8.90 -7.55 0.09
C 3.70 6.17 -3.71 -0.04
H 1.26 -2.30 7.83 0.14
H 5.51 -0.12 -6.51 0.09
H -3.01 -8.89 1.89 0.09
C -6.29 2.25 6.07 -0.14
C 2.02 5.30 -2.16 -0.33
C -1.30 1.61 0.89 0.13
H 2.01 -4.58 6.55 0.08
H 5.11 -0.23 -4.77 0.08
C -2.15 -4.70 1.78 -0.15
C -3.75 -4.39 1.51 -0.24
C -4.43 -2.50 -2.65 -0.04
H 8.47 0.95 -5.76 0.10
H 1.93 -1.61 4.75 0.06
H -1.60 2.71 0.66 0.12
H 4.16 5.93 -4.67 0.04
C -2.23 -1.31 4.42 -0.14
H 8.07 0.84 -4.03 0.09
H -3.88 -7.46 2.49 0.07
C 7.73 0.59 -5.04 -0.05
H 3.26 -1.12 1.95 0.13
```

Calculated values
- highest occupied orbital energy (eV) = -10.52
- 2S+1 = 1
- total charge = +1
- molar mass (g mol⁻¹) = 862.19